<one>
The following is a quantum chemistry calculation of a molecular structure, C4H6N2O2, from OMol25.

Geometry (Å):
C (-0.50852, -0.84808, -0.84358)
C (-0.63053, 0.66236, -0.61596)
C (0.45661, 0.71499, 1.53506)
C (0.57992, 0.00482, -1.31441)
H (0.53725, -1.67528, 0.74537)
H (-1.09920, -1.40571, -1.47277)
H (-1.14175, 1.37241, -1.24922)
H (-1.37236, -0.28430, 1.16849)
H (0.11031, 1.24912, 2.59097)
H (0.72610, 0.54547, -2.16715)
N (-0.77346, 0.75584, 0.72524)
N (1.64939, 0.49760, 1.02308)
O (-0.28296, -1.78305, 0.28017)
O (1.74921, 0.19382, -0.40531)

Properties
HOMO-LUMO gap   9.874 eV

Charges in e, computed with Löwdin, in the same order as the atoms: number 1, C, carries -0.1874; number 2, C, carries -0.2625; number 3, C, carries -0.1813; number 4, C, carries -0.1010; number 5, H, carries 0.0673; number 6, H, carries 0.1173; number 7, H, carries 0.1412; number 8, H, carries 0.2449; number 9, H, carries 0.1755; number 10, H, carries 0.1216; number 11, N, carries -0.0487; number 12, N, carries 0.0609; number 13, O, carries -0.0200; number 14, O, carries -0.1277

<two>
The following is a quantum chemistry calculation of C4H6N2O2 in the gas phase, from OMol25.

Geometry (Å):
C (0.06822, 2.17661, -1.00655)
C (-0.30047, 0.75363, -0.20847)
C (0.91624, -0.01395, 0.23996)
C (-0.43181, -2.14262, 0.84372)
H (0.31469, 2.85681, -0.21648)
H (-0.75283, 2.39632, -1.59352)
H (0.73947, 2.08722, -1.92482)
H (1.49517, -1.41839, 1.43909)
H (-0.03676, -3.16984, 1.34301)
H (-1.55182, -1.27103, -0.23861)
N (0.59761, -0.98284, 1.33244)
N (-1.49515, -2.31709, 0.25061)
O (-1.55436, 0.54419, -0.27422)
O (1.99180, 0.50097, 0.01384)

Properties
SMILES   [H]/N=C\NC(=O)C(C)=O
HOMO-LUMO gap   8.955 eV

Charges in e, computed with Löwdin, in the same order as the atoms: number 1, C, carries 0.0103; number 2, C, carries -0.2067; number 3, C, carries -0.3855; number 4, C, carries -0.2789; number 5, H, carries 0.0682; number 6, H, carries 0.0274; number 7, H, carries 0.1033; number 8, H, carries 0.0837; number 9, H, carries 0.1319; number 10, H, carries 0.0964; number 11, N, carries 0.1102; number 12, N, carries 0.0903; number 13, O, carries 0.0319; number 14, O, carries 0.1175

<three>
The following is a quantum chemistry calculation of a molecular structure, C4H6N2O2, from OMol25.

Geometry (Å):
C (1.98265, -0.32768, 0.00636)
C (-0.74122, 0.04340, -0.17077)
C (-1.92436, -0.49092, -0.41507)
C (-0.79253, 1.55059, 0.14226)
H (0.74989, -1.68799, 1.59440)
H (2.60731, -1.39029, 0.42960)
H (1.61722, 1.53155, -1.05611)
H (-2.01063, -1.72554, -0.51121)
H (-3.05141, -0.07430, -0.29110)
H (-1.55771, 2.00706, -0.44326)
N (0.42948, -0.62295, -0.00198)
N (2.53341, 0.73628, -0.46084)
O (0.14870, -1.88015, 0.49781)
O (0.00920, 2.33096, 0.67991)

Properties
HOMO-LUMO gap   8.743 eV

Charges in e, computed with Löwdin, in the same order as the atoms: number 1, C, carries -0.2118; number 2, C, carries -0.3643; number 3, C, carries 0.0460; number 4, C, carries -0.1935; number 5, H, carries 0.2639; number 6, H, carries 0.1905; number 7, H, carries 0.2132; number 8, H, carries 0.1272; number 9, H, carries 0.1232; number 10, H, carries 0.0968; number 11, N, carries -0.1982; number 12, N, carries 0.0295; number 13, O, carries -0.1348; number 14, O, carries 0.0123

Result of the stability comparison: <three> is the least stable of them.